Record 1
DFT (ωB97M-V with the def2-TZVPD basis set) results for a molecular structure, C24H35BrN2OP2SV.

Computed properties:
**Lowest unoccupied orbital energy (alpha / beta)**: 0.182 / 0.227 eV
**Net charge**: 0
**Frontier orbital gap (alpha / beta)**: 6.58 / 6.09 eV
**Multiplicity**: 2
**Energy relative to the best compared isomer or geometry (same formula, charge and spin)**: 33.2 kJ/mol

Positions of all 67 atoms, in Å:
1 V 0.43143 -0.85480 0.27651
2 C -0.00928 3.40423 3.67107
3 C 0.97262 3.81150 2.58383
4 N 0.44033 3.64348 1.22684
5 C -0.27445 4.78725 0.63781
6 C -1.78684 4.68504 0.75067
7 C 0.48564 2.46527 0.60949
8 S 1.29201 1.12753 1.31195
9 N -0.08167 2.47825 -0.64154
10 C -0.55837 1.43650 -1.24538
11 O -0.76953 0.25656 -0.77498
12 C -0.97916 1.62227 -2.68096
13 C -1.38603 0.51460 -3.41436
14 C -1.75738 0.65791 -4.74482
15 C -1.72878 1.91114 -5.33973
16 C -1.32929 3.02091 -4.60671
17 C -0.95300 2.87585 -3.27928
18 H 0.47537 3.46619 4.64670
19 H -0.33923 2.37572 3.52062
20 H -0.88652 4.05217 3.69056
21 H 1.88466 3.22486 2.66302
22 H 1.24643 4.86210 2.68126
23 H 0.02226 4.86952 -0.40487
24 H 0.08474 5.67366 1.15982
25 H -2.14790 3.77330 0.27608
26 H -2.25013 5.53716 0.24988
27 H -2.11628 4.68629 1.79011
28 H -1.41570 -0.44999 -2.92828
29 H -2.07340 -0.20590 -5.31551
30 H -2.02043 2.02545 -6.37622
31 H -1.31208 3.99859 -5.07058
32 H -0.63672 3.72781 -2.69307
33 C -1.42769 -3.33019 -2.06353
34 P -0.10154 -2.93380 -0.86630
35 C -0.28388 -4.32378 0.31261
36 C 1.38663 -3.53293 -1.80317
37 C 2.62457 -3.45026 -0.90010
38 P 2.58463 -1.84554 0.01497
39 C 4.11927 -1.90138 1.00183
40 C 3.06305 -0.64902 -1.30411
41 H -1.44211 -4.39534 -2.30258
42 H -1.27449 -2.76778 -2.98627
43 H -2.39693 -3.04587 -1.65269
44 H -0.13476 -5.28719 -0.18050
45 H -1.28003 -4.28870 0.75408
46 H 0.42172 -4.21758 1.13660
47 H 1.51385 -2.88067 -2.67226
48 H 1.22754 -4.54776 -2.17540
49 H 3.55621 -3.53597 -1.46478
50 H 2.61366 -4.26014 -0.16615
51 H 4.99638 -1.97099 0.35612
52 H 4.10296 -2.76465 1.66823
53 H 4.19570 -1.00215 1.61306
54 H 3.87975 -1.06205 -1.90077
55 H 3.37863 0.28406 -0.83886
56 H 2.23109 -0.42501 -1.97498
57 Br -3.29461 -2.66409 5.66056
58 C -2.24327 -2.20213 4.14979
59 C -2.83580 -2.11433 2.90168
60 C -2.04758 -1.79052 1.80285
61 C -0.66909 -1.51836 1.88964
62 C -0.13716 -1.61060 3.18752
63 C -0.89220 -1.95518 4.30534
64 H -3.89540 -2.30546 2.79000
65 H -2.54406 -1.73593 0.83728
66 H 0.91746 -1.40454 3.35588
67 H -0.43579 -2.02458 5.28447

***

Record 2
DFT (ωB97M-V with the def2-TZVPD basis set) results for a molecular structure, C24H35FN3OsSSbSe4Te.

Computed properties:
**Lowest unoccupied orbital energy (alpha / beta)**: -1.087 / -1.087 eV
**Net charge**: 0
**Frontier orbital gap (alpha / beta)**: 5.74 / 5.74 eV
**Multiplicity**: 1
**Energy relative to the best compared isomer or geometry (same formula, charge and spin)**: 11.7 kJ/mol

Positions of all 71 atoms, in Å:
1 Os 1.04344 0.08598 0.67670
2 C 1.41174 -4.07230 0.38184
3 C 2.71865 -3.39143 0.78910
4 C 3.17377 -2.46876 -0.33391
5 C 2.79770 -2.75265 2.18344
6 C 3.90015 -3.17473 2.92583
7 C 4.14851 -2.71245 4.20161
8 C 3.26524 -1.81860 4.76837
9 C 2.13959 -1.35876 4.08865
10 C 1.24527 -0.44294 4.92588
11 C 0.15579 -1.23384 5.66374
12 C 0.66554 0.80921 4.27646
13 C 1.92173 -1.80946 2.76988
14 N 0.76096 -1.31321 2.04946
15 C -0.41339 -1.99493 2.45568
16 C -0.36646 -3.30682 2.95279
17 C -1.47213 -3.95895 3.46547
18 C -2.69872 -3.31661 3.53299
19 C -2.78233 -2.01019 3.08676
20 C -1.66345 -1.38522 2.57296
21 F -1.83022 -0.08373 2.22063
22 H 1.56723 -4.57244 -0.57665
23 H 0.60052 -3.35662 0.24826
24 H 1.10005 -4.83142 1.09736
25 H 3.46651 -4.18753 0.83801
26 H 2.37502 -1.78437 -0.61815
27 H 3.39236 -3.05234 -1.23168
28 H 4.05023 -1.87865 -0.06570
29 H 4.57923 -3.89113 2.47921
30 H 5.01724 -3.05206 4.75081
31 H 3.44492 -1.45731 5.77410
32 H 1.92045 -0.07797 5.70517
33 H -0.65869 -1.52445 5.00040
34 H -0.26829 -0.61528 6.45781
35 H 0.56150 -2.13937 6.11788
36 H -0.17927 0.59213 3.62920
37 H 1.41279 1.34275 3.68995
38 H 0.31014 1.47766 5.06444
39 H 0.58420 -3.81378 2.97057
40 H -1.36396 -4.97179 3.83066
41 H -3.56770 -3.81005 3.94585
42 H -3.70103 -1.44135 3.15016
43 Se -0.15580 2.14353 1.05868
44 Sb 0.28877 2.71620 -1.48359
45 Se -0.69143 -0.84571 -0.91667
46 Se 1.97408 0.75084 -1.48738
47 Se -1.57074 2.46549 -2.93569
48 C -3.64388 -0.76240 -2.44837
49 Te -3.14027 -0.79927 -0.39574
50 C -3.62356 1.23062 -0.03526
51 H -4.71226 -0.58599 -2.55141
52 H -3.37161 -1.72471 -2.87410
53 H -3.05532 0.03787 -2.89531
54 H -3.42431 1.79567 -0.94283
55 H -2.97202 1.57556 0.76241
56 H -4.66950 1.27467 0.26182
57 S 3.15230 0.64670 1.74155
58 C 3.79054 2.06189 0.97997
59 N 5.07572 2.04055 0.61841
60 C 5.73162 3.14505 -0.06616
61 C 5.10521 4.45242 0.38880
62 C 3.60174 4.37526 0.18500
63 N 3.08967 3.16873 0.81937
64 H 5.53282 1.14779 0.69898
65 H 5.61112 3.02999 -1.14777
66 H 6.79632 3.10978 0.16013
67 H 5.51856 5.28391 -0.18045
68 H 5.32731 4.61928 1.44471
69 H 3.35324 4.37000 -0.88035
70 H 3.09808 5.22820 0.63910
71 H 2.10221 3.11028 1.06850

***

Record 3
DFT (ωB97M-V with the def2-TZVPD basis set) results for a molecular structure, C24H35N2OTl.

Computed properties:
**Lowest unoccupied orbital energy (alpha / beta)**: -8.520 / -8.528 eV
**Net charge**: +2
**Frontier orbital gap (alpha / beta)**: 4.96 / 4.96 eV
**Multiplicity**: 1

Positions of all 63 atoms, in Å:
1 C -1.07484 -3.34456 -1.37403
2 H -0.95245 -4.11003 -0.60062
3 H -2.06465 -2.88468 -1.22045
4 H -0.15126 -2.54877 -1.05315
5 C -0.87575 -3.91875 -2.78226
6 H -1.37707 -3.25468 -3.49550
7 H 0.19267 -3.87018 -3.01696
8 C -1.34490 -5.35829 -2.99146
9 H -1.22161 -5.64246 -4.03924
10 H -0.73546 -6.07850 -2.43029
11 H -2.40238 -5.49223 -2.73635
12 C -2.42833 1.72230 0.14747
13 C -2.91519 1.27750 -1.10802
14 C -3.59258 0.03772 -0.90343
15 C -3.51526 -0.27757 0.47881
16 C -2.79668 0.76540 1.12743
17 C -2.44417 0.83851 2.56372
18 C -4.06169 -1.50403 1.10691
19 C -4.23998 -0.80191 -1.94001
20 C -2.68517 1.95580 -2.40256
21 C -1.62989 2.94250 0.37720
22 Tl -0.57058 -0.89420 -1.75756
23 H -3.70670 -1.60166 2.14247
24 H -5.16523 -1.48705 1.13073
25 H -3.75914 -2.40882 0.55161
26 H -2.77431 -0.06391 3.09587
27 H -1.35171 0.92881 2.68564
28 H -2.90751 1.71361 3.05066
29 H -0.92043 3.11341 -0.44168
30 H -2.26567 3.83657 0.45668
31 H -1.05757 2.86175 1.30826
32 H -2.92876 1.31096 -3.25626
33 H -3.31341 2.85611 -2.48677
34 H -1.64011 2.28687 -2.50560
35 H -3.96773 -1.86671 -1.83913
36 H -5.33919 -0.74781 -1.85154
37 H -3.98046 -0.47016 -2.95514
38 C 4.66028 0.82881 2.45229
39 N 3.40092 0.28604 1.99985
40 N 2.67022 0.88583 1.03900
41 C 1.46700 0.22273 0.89264
42 O 0.63307 0.54008 -0.00695
43 C 1.48966 -0.81026 1.88236
44 C 2.69754 -0.72866 2.53578
45 C 3.25079 -1.57117 3.61477
46 C 3.19824 1.92855 0.22659
47 C 4.43195 1.76907 -0.41297
48 C 4.98364 2.83885 -1.11903
49 C 4.27281 4.04573 -1.22434
50 C 3.00202 4.17649 -0.63852
51 C 2.45322 3.10462 0.07104
52 H 5.44543 0.69217 1.70352
53 H 4.95144 0.28062 3.34893
54 H 4.58107 1.89157 2.71033
55 H 0.67493 -1.49682 2.03116
56 H 4.17385 -2.08193 3.31218
57 H 3.46364 -1.00149 4.52688
58 H 2.52130 -2.34411 3.87871
59 H 4.95715 0.81619 -0.33773
60 H 5.96906 2.72763 -1.57918
61 H 4.70820 4.89331 -1.76221
62 H 2.43919 5.11377 -0.72385
63 H 1.46851 3.17155 0.54327

***

> Number 3 is which compound?

C24H35N2OTl

***

> What is the net charge in the second record?

0

***

Repeat the third record exactly.
DFT (ωB97M-V with the def2-TZVPD basis set) results for a molecular structure, C24H35N2OTl.

Computed properties:
**Lowest unoccupied orbital energy (alpha / beta)**: -8.520 / -8.528 eV
**Net charge**: +2
**Frontier orbital gap (alpha / beta)**: 4.96 / 4.96 eV
**Multiplicity**: 1

Positions of all 63 atoms, in Å:
1 C -1.07484 -3.34456 -1.37403
2 H -0.95245 -4.11003 -0.60062
3 H -2.06465 -2.88468 -1.22045
4 H -0.15126 -2.54877 -1.05315
5 C -0.87575 -3.91875 -2.78226
6 H -1.37707 -3.25468 -3.49550
7 H 0.19267 -3.87018 -3.01696
8 C -1.34490 -5.35829 -2.99146
9 H -1.22161 -5.64246 -4.03924
10 H -0.73546 -6.07850 -2.43029
11 H -2.40238 -5.49223 -2.73635
12 C -2.42833 1.72230 0.14747
13 C -2.91519 1.27750 -1.10802
14 C -3.59258 0.03772 -0.90343
15 C -3.51526 -0.27757 0.47881
16 C -2.79668 0.76540 1.12743
17 C -2.44417 0.83851 2.56372
18 C -4.06169 -1.50403 1.10691
19 C -4.23998 -0.80191 -1.94001
20 C -2.68517 1.95580 -2.40256
21 C -1.62989 2.94250 0.37720
22 Tl -0.57058 -0.89420 -1.75756
23 H -3.70670 -1.60166 2.14247
24 H -5.16523 -1.48705 1.13073
25 H -3.75914 -2.40882 0.55161
26 H -2.77431 -0.06391 3.09587
27 H -1.35171 0.92881 2.68564
28 H -2.90751 1.71361 3.05066
29 H -0.92043 3.11341 -0.44168
30 H -2.26567 3.83657 0.45668
31 H -1.05757 2.86175 1.30826
32 H -2.92876 1.31096 -3.25626
33 H -3.31341 2.85611 -2.48677
34 H -1.64011 2.28687 -2.50560
35 H -3.96773 -1.86671 -1.83913
36 H -5.33919 -0.74781 -1.85154
37 H -3.98046 -0.47016 -2.95514
38 C 4.66028 0.82881 2.45229
39 N 3.40092 0.28604 1.99985
40 N 2.67022 0.88583 1.03900
41 C 1.46700 0.22273 0.89264
42 O 0.63307 0.54008 -0.00695
43 C 1.48966 -0.81026 1.88236
44 C 2.69754 -0.72866 2.53578
45 C 3.25079 -1.57117 3.61477
46 C 3.19824 1.92855 0.22659
47 C 4.43195 1.76907 -0.41297
48 C 4.98364 2.83885 -1.11903
49 C 4.27281 4.04573 -1.22434
50 C 3.00202 4.17649 -0.63852
51 C 2.45322 3.10462 0.07104
52 H 5.44543 0.69217 1.70352
53 H 4.95144 0.28062 3.34893
54 H 4.58107 1.89157 2.71033
55 H 0.67493 -1.49682 2.03116
56 H 4.17385 -2.08193 3.31218
57 H 3.46364 -1.00149 4.52688
58 H 2.52130 -2.34411 3.87871
59 H 4.95715 0.81619 -0.33773
60 H 5.96906 2.72763 -1.57918
61 H 4.70820 4.89331 -1.76221
62 H 2.43919 5.11377 -0.72385
63 H 1.46851 3.17155 0.54327